(1)
ORCA calculation (ωB97M-V/def2-TZVPD) on C6H10O3 as an isolated structure at a distorted geometry.

Each line ends with the natural charge from an NBO analysis.
Element x y z (Å)
C1 1.38 -0.30 -0.15  -0.07
C2 -0.06 -0.04 0.36  -0.16
C3 -0.13 1.49 0.34  -0.06
C4 -0.96 0.46 -1.68  -0.08
C5 -1.21 -0.41 -0.41  0.06
C6 -0.47 -1.12 1.26  -0.06
H1 3.18 -0.46 0.70  0.48
H2 1.58 0.52 -0.95  0.19
H3 1.43 -1.33 -0.49  0.19
H4 0.77 2.10 0.60  0.21
H5 -1.02 1.82 0.97  0.17
H6 -1.93 0.67 -2.15  0.20
H7 -0.14 0.03 -2.24  0.19
H8 -2.08 -0.15 0.09  0.17
H9 -1.43 -0.97 1.86  0.17
H10 0.21 -1.80 1.87  0.21
O1 2.26 -0.34 1.01  -0.74
O2 -0.43 1.59 -1.03  -0.55
O3 -0.94 -1.77 0.04  -0.51

For the LUMO energy, the calculation gives 0.806 eV.



(2)
ORCA calculation (ωB97M-V/def2-TZVPD) on an isolated ion of composition C4H8N and charge +1 at a distorted geometry.

Each line ends with the Mulliken spin population.
Element x y z (Å)
C1 1.82 0.43 -0.24  -0.03
C2 -1.75 -0.33 -0.30  0.05
C3 0.52 0.34 0.45  0.76
C4 -0.33 -0.80 0.28  0.24
N1 -2.34 0.63 0.06  0.66
H1 2.18 1.38 -0.55  0.02
H2 1.70 0.02 -1.27  0.02
H3 -1.98 -1.00 -1.18  0.07
H4 2.68 -0.09 0.21  0.07
H5 0.25 1.11 1.09  0.04
H6 -0.81 -1.27 1.11  0.04
H7 0.06 -1.54 -0.49  0.01
H8 -2.01 1.12 0.82  0.04

Its spin multiplicity is 3. As for the expectation value of S²: 2.01. The total charge is +1. For the LUMO energy (alpha / beta), the calculation gives -4.684 / -9.463 eV.



(3)
ORCA calculation (ωB97M-V/def2-TZVPD) on an isolated molecule of C2H6N2OS at a distorted geometry.

Each line ends with the natural charge from an NBO analysis.
Element x y z (Å)
C1 -0.50 -1.12 0.43  -0.39
C2 -0.50 1.25 -0.40  -0.41
N1 -2.19 -0.55 -0.45  -0.05
N2 0.33 0.08 0.17  -0.53
O1 -3.11 -1.26 -0.13  -0.46
S1 -2.15 1.19 0.28  0.16
H1 -0.70 -1.42 1.43  0.20
H2 -0.18 -2.06 -0.03  0.20
H3 0.12 2.09 -0.17  0.22
H4 -0.54 1.00 -1.56  0.22
H5 0.65 0.19 1.06  0.42
H6 1.02 0.13 -0.51  0.41

For the LUMO energy, the calculation gives 0.174 eV.



(4)
ORCA calculation (ωB97M-V/def2-TZVPD) on C32H30Cl5N2NiO5PS2 as an isolated structure.

Each line ends with the Löwdin charge.
Element x y z (Å)
Ni1 -0.18 -2.25 -0.10  0.17
O1 1.58 -1.85 3.24  -0.31
S1 0.31 -1.22 2.92  0.47
O2 -0.52 -0.88 4.06  -0.35
O3 -0.46 -1.97 1.90  -0.39
C1 0.72 0.33 2.13  -0.24
C2 0.36 1.50 2.79  -0.07
C3 0.61 2.74 2.21  -0.10
C4 1.23 2.80 0.98  -0.07
C5 1.62 1.64 0.33  -0.07
C6 1.38 0.38 0.89  -0.29
P1 1.80 -1.17 0.01  1.09
C7 3.36 -1.68 0.83  -0.35
C8 3.68 -3.03 0.86  -0.10
C9 4.86 -3.46 1.44  -0.09
C10 5.73 -2.54 2.01  -0.11
C11 5.41 -1.19 1.99  -0.09
C12 4.23 -0.76 1.40  -0.08
C13 2.38 -0.57 -1.61  -0.36
C14 1.43 0.04 -2.44  -0.11
C15 1.79 0.53 -3.68  -0.05
C16 3.10 0.39 -4.12  -0.09
C17 4.04 -0.22 -3.32  -0.10
C18 3.69 -0.70 -2.06  -0.09
H1 -0.16 1.42 3.73  0.09
H2 0.27 3.64 2.70  0.09
H3 1.39 3.76 0.49  0.10
H4 2.08 1.71 -0.64  0.10
H5 2.99 -3.75 0.42  0.07
H6 5.10 -4.52 1.47  0.09
H7 6.65 -2.87 2.48  0.09
H8 6.07 -0.46 2.45  0.09
H9 3.97 0.29 1.40  0.11
H10 0.41 0.18 -2.10  0.09
H11 1.04 1.04 -4.28  0.09
H12 3.38 0.77 -5.10  0.09
H13 5.07 -0.33 -3.66  0.09
H14 4.44 -1.17 -1.43  0.10
C19 -3.42 0.09 2.37  -0.05
N1 -3.31 1.24 3.24  -0.15
C20 -3.05 1.04 4.66  -0.13
C21 -2.97 2.49 5.15  -0.16
N2 -2.52 3.16 3.95  -0.01
C22 -2.91 2.46 2.83  -0.88
S2 -2.83 3.04 1.28  0.63
H15 -4.30 -0.50 2.63  0.09
H16 -2.53 -0.55 2.45  0.07
H17 -3.52 0.44 1.34  0.05
H18 -2.11 0.50 4.80  0.09
H19 -3.86 0.48 5.13  0.12
H20 -2.27 2.61 5.97  0.11
H21 -3.96 2.85 5.47  0.11
H22 -2.55 4.16 3.86  0.11
Cl1 -3.51 -4.53 -2.03  0.62
C23 -3.22 -2.86 -2.52  -0.61
C24 -3.59 -2.51 -3.81  -0.14
C25 -3.37 -1.22 -4.26  -0.11
C26 -2.78 -0.29 -3.41  -0.07
C27 -2.43 -0.66 -2.12  -0.04
C28 -2.62 -1.97 -1.63  -0.34
C29 -2.12 -2.30 -0.28  -0.17
H23 -4.04 -3.26 -4.45  0.09
H24 -3.64 -0.95 -5.28  0.09
H25 -2.57 0.72 -3.74  0.09
H26 -1.96 0.07 -1.48  0.11
H27 -2.52 -3.23 0.13  0.04
H28 -2.34 -1.48 0.39  0.04
Cl2 -0.96 5.04 -1.56  0.53
C30 -1.46 4.40 -3.14  -1.48
Cl3 -3.25 4.26 -3.15  0.53
Cl4 -0.99 5.57 -4.40  0.51
C31 -0.88 2.92 -3.41  -0.87
O4 -0.65 2.68 -4.60  -0.07
O5 -0.80 2.24 -2.38  -0.06
Cl5 1.61 -3.88 -2.02  0.41
C32 0.02 -2.95 -1.84  -0.60
H29 0.05 -2.20 -2.63  0.01
H30 -0.72 -3.70 -2.08  -0.02

The total charge is -2. For the LUMO energy (alpha / beta), the calculation gives 3.988 / 3.988 eV.